Density functional theory data (wB97M-V/def2-TZVPD) for a 6-piece molecular cluster, C38H84N8O6 overall at a distorted geometry.

Last column: Mulliken charge in e.
Cartesian coordinates (Å):
C (-21.973, 10.005, 2.423)  -1.7799
C (-23.417, 9.820, 1.924)  1.7068
C (-24.045, 11.196, 2.275)  -1.3681
C (-25.420, 11.400, 1.641)  -0.7249
C (-25.198, 11.339, 0.146)  -1.2965
C (-24.612, 9.966, -0.361)  2.0204
N (-23.422, 9.744, 0.462)  0.8170
O (-22.677, 8.635, 0.010)  -0.4680
C (-25.659, 8.876, -0.123)  -1.9752
C (-24.319, 10.159, -1.834)  -2.5190
C (-24.026, 8.617, 2.656)  -1.7235
H (-21.560, 10.947, 2.062)  0.4204
H (-21.256, 9.269, 2.051)  0.0320
H (-21.870, 9.892, 3.503)  0.4824
H (-24.178, 11.223, 3.363)  0.4544
H (-23.363, 12.039, 2.160)  0.3822
H (-25.861, 12.361, 1.907)  0.4054
H (-26.079, 10.613, 2.011)  0.3175
H (-24.444, 12.110, -0.035)  0.3703
H (-26.086, 11.628, -0.421)  0.4841
H (-26.323, 8.983, -0.988)  0.5416
H (-25.169, 7.914, -0.272)  0.3177
H (-26.251, 9.024, 0.774)  0.3242
H (-23.978, 9.276, -2.376)  0.5719
H (-25.246, 10.471, -2.319)  0.5765
H (-23.590, 10.949, -2.017)  0.3501
H (-25.107, 8.463, 2.675)  0.2841
H (-23.880, 8.630, 3.742)  0.4904
H (-23.552, 7.673, 2.382)  0.3431
H (-22.025, 8.982, -0.620)  0.4484
C (-15.392, 4.565, 1.304)  -2.0780
C (-16.058, 5.914, 1.112)  1.8440
C (-15.693, 6.350, -0.339)  -1.4795
C (-16.486, 7.543, -0.747)  0.1324
C (-17.943, 7.084, -0.750)  -1.0967
C (-18.446, 6.692, 0.646)  1.5360
N (-17.525, 5.725, 1.270)  0.0998
O (-17.886, 5.139, 2.514)  -0.4443
C (-18.694, 7.992, 1.411)  0.4746
C (-19.814, 6.012, 0.507)  -1.8802
C (-15.420, 6.873, 2.132)  -1.5884
H (-15.882, 3.880, 0.611)  0.4922
H (-15.625, 4.176, 2.296)  0.3777
H (-14.315, 4.713, 1.232)  0.4142
H (-14.642, 6.642, -0.426)  0.4764
H (-15.747, 5.488, -1.006)  0.3445
H (-16.335, 7.893, -1.775)  0.4365
H (-16.260, 8.469, -0.215)  -0.1643
H (-18.076, 6.241, -1.430)  0.4747
H (-18.599, 7.898, -1.067)  0.0284
H (-18.654, 8.033, 2.505)  0.4615
H (-17.874, 8.716, 1.311)  -0.7579
H (-19.592, 8.497, 1.056)  -0.7093
H (-20.143, 5.740, 1.511)  0.4272
H (-20.541, 6.692, 0.061)  0.2961
H (-19.838, 5.072, -0.046)  0.4054
H (-16.046, 7.739, 2.368)  0.2182
H (-14.466, 7.263, 1.772)  0.3607
H (-15.223, 6.500, 3.140)  0.3950
H (-17.844, 5.877, 3.141)  0.3901
C (-17.140, 11.412, 2.751)  -1.5744
C (-16.406, 12.594, 3.432)  1.9345
C (-14.938, 12.227, 3.712)  -1.5304
C (-14.123, 12.128, 2.444)  -0.3598
C (-14.163, 13.478, 1.713)  -1.2664
C (-15.587, 14.039, 1.449)  1.9475
N (-16.491, 13.816, 2.597)  0.2882
O (-17.810, 14.293, 2.421)  -0.4983
C (-15.379, 15.570, 1.258)  -2.1853
C (-16.148, 13.317, 0.215)  -1.5891
C (-17.090, 12.810, 4.794)  -2.0659
H (-18.153, 11.755, 2.535)  0.4696
H (-17.249, 10.628, 3.505)  0.5261
H (-16.637, 10.990, 1.884)  -0.0971
H (-14.411, 12.758, 4.510)  0.3552
H (-14.898, 11.266, 4.239)  0.5094
H (-14.386, 11.353, 1.719)  0.1134
H (-13.109, 11.798, 2.686)  0.4077
H (-13.783, 13.262, 0.714)  0.4922
H (-13.648, 14.226, 2.315)  0.3981
H (-16.372, 16.016, 1.149)  0.4036
H (-15.077, 16.019, 2.203)  0.5074
H (-14.728, 15.798, 0.417)  0.3533
H (-17.045, 13.873, -0.074)  0.8073
H (-15.506, 13.525, -0.647)  0.3158
H (-16.250, 12.240, 0.286)  -0.3352
H (-18.154, 12.962, 4.616)  0.3748
H (-16.583, 13.703, 5.162)  0.5458
H (-16.982, 11.983, 5.494)  0.3550
H (-18.079, 13.999, 1.538)  0.3643
C (-22.938, 10.380, -4.814)  -0.8312
C (-22.059, 9.732, -5.891)  1.7467
C (-22.938, 9.547, -7.140)  -1.3493
C (-23.189, 10.893, -7.897)  -0.6607
C (-21.823, 11.524, -8.217)  -1.3010
C (-20.875, 11.674, -7.024)  1.9408
N (-20.831, 10.390, -6.307)  0.2550
O (-19.789, 10.357, -5.381)  -0.3794
C (-19.462, 12.005, -7.574)  -2.1047
C (-21.291, 12.846, -6.157)  -1.5498
C (-21.794, 8.258, -5.459)  -2.2135
H (-22.363, 10.690, -3.941)  -0.3909
H (-23.700, 9.661, -4.517)  0.5441
H (-23.505, 11.260, -5.124)  0.2508
H (-22.514, 8.939, -7.942)  0.3986
H (-23.902, 9.120, -6.864)  0.4518
H (-23.677, 11.625, -7.251)  0.3082
H (-23.814, 10.686, -8.765)  0.4076
H (-22.092, 12.514, -8.592)  0.4007
H (-21.304, 10.947, -8.984)  0.4124
H (-19.045, 11.200, -8.187)  0.4653
H (-19.449, 12.844, -8.270)  0.4359
H (-18.729, 12.124, -6.778)  0.4221
H (-21.113, 13.746, -6.753)  0.4887
H (-22.317, 12.923, -5.802)  0.3147
H (-20.666, 12.945, -5.266)  0.0957
H (-21.147, 7.814, -6.219)  0.5637
H (-22.709, 7.668, -5.473)  0.4358
H (-21.324, 8.155, -4.481)  0.2628
H (-19.128, 9.804, -5.810)  0.3115
C (-19.800, 10.889, -1.450)  0.4819
O (-20.695, 10.157, -0.993)  -0.5282
N (-18.623, 11.058, -0.797)  0.0990
N (-19.798, 11.499, -2.628)  0.1151
H (-18.687, 10.365, -0.058)  -0.4179
H (-17.804, 11.421, -1.252)  0.3027
H (-20.481, 11.296, -3.335)  -0.2063
H (-18.970, 12.048, -2.787)  0.0242
C (-17.164, 13.946, -3.649)  0.5803
O (-17.161, 12.942, -2.923)  -0.7227
N (-16.304, 14.957, -3.441)  -0.3685
N (-17.998, 14.097, -4.725)  -0.4141
H (-15.555, 14.885, -2.779)  0.2544
H (-16.358, 15.610, -4.204)  0.1507
H (-18.590, 13.336, -5.002)  0.1890
H (-18.124, 15.056, -4.998)  0.1879

Results
- gap between HOMO and LUMO (eV) = 7.41
- maximum force (eV/A) = 2.5
- structure (SMILES) = CC1(C)CCCC(C)(C)N1O.CC1(C)CCCC(C)(C)N1O.CC1(C)CCCC(C)(C)N1O.CC1(C)CCCC(C)(C)N1O.NC(N)=O.NC(N)=O
- total charge = 0
- relative energy (zero: lowest compared OMol25 entry of this formula, charge and spin) (kJ/mol) = 74.1